# 1
The following is a DFT calculation (ωB97M-V/def2-TZVPD) of a cluster of 21 separate species, C63H147N21O21 in total in a non-equilibrium geometry.

```
! wB97M-V def2-TZVPD RIJCOSX def2/J DEFGRID3
* xyz 0 1
C -6.15551 6.66113 0.54647
O -6.54584 7.15401 -0.54390
N -4.94701 6.10631 0.75187
C -3.75141 6.36881 -0.06224
C -4.79199 5.08963 1.79870
H -6.78997 6.64842 1.44618
H -3.25551 5.40374 -0.16622
H -3.05674 7.05965 0.41556
H -3.99519 6.78034 -1.04169
H -3.99382 4.47312 1.38525
H -4.47434 5.62682 2.69236
H -5.73589 4.57131 1.96748
C 6.24159 1.85803 -3.64860
O 6.02638 0.98368 -2.80296
N 7.01595 2.98200 -3.42293
C 7.69822 3.19766 -2.17428
C 7.05738 4.09960 -4.37810
H 5.72245 1.78397 -4.61669
H 7.45807 2.40690 -1.46356
H 7.28713 4.12868 -1.78401
H 8.78396 3.16637 -2.26526
H 6.74932 4.95057 -3.77061
H 8.03756 4.30187 -4.80990
H 6.23598 4.18117 -5.08996
C 6.83814 -2.98802 -6.47164
O 6.63159 -4.12920 -6.21415
N 5.89977 -2.04806 -6.46788
C 6.15872 -0.73014 -6.89318
C 4.45909 -2.42349 -6.09865
H 7.82704 -2.66827 -6.83500
H 5.83885 -0.06096 -6.09443
H 5.53897 -0.47941 -7.75408
H 7.21405 -0.54799 -7.09611
H 4.31206 -3.46928 -5.82883
H 4.01559 -1.73092 -5.38327
H 3.79599 -2.27201 -6.95039
C -3.11154 -2.73809 7.34425
O -2.21870 -3.57513 7.15001
N -4.08299 -2.34625 6.47874
C -5.12023 -1.36852 6.79849
C -4.27396 -2.94742 5.22645
H -3.21564 -2.23364 8.31733
H -6.10674 -1.72964 6.50779
H -4.86475 -0.40727 6.35258
H -5.07027 -1.14004 7.86310
H -4.03291 -2.21465 4.45636
H -3.53360 -3.71033 4.98576
H -5.26410 -3.37090 5.05794
C 5.50973 3.76891 4.19590
O 6.64730 4.19840 4.12689
N 5.23688 2.69743 4.88931
C 6.28126 1.84973 5.44575
C 3.83714 2.31541 5.07493
H 4.61013 4.28321 3.82386
H 6.14729 1.77150 6.52465
H 7.24473 2.31215 5.23129
H 6.28774 0.79563 5.16838
H 3.30130 2.05669 4.16167
H 3.67620 1.56711 5.85098
H 3.31274 3.22428 5.36999
C 0.34727 -3.48783 4.37364
O 1.20478 -4.42837 4.37230
N 0.65051 -2.18860 4.59083
C -0.46687 -1.19302 4.72677
C 1.99924 -1.66184 4.96814
H -0.72535 -3.64473 4.18110
H -0.52458 -0.91976 5.78038
H -0.38392 -0.25900 4.17105
H -1.41348 -1.69971 4.53891
H 2.32738 -0.81463 4.36592
H 1.88668 -1.25318 5.97235
H 2.77828 -2.41523 4.85148
C 0.25948 -3.88417 -6.87212
O 0.43234 -2.88485 -7.51307
N 0.37325 -3.93734 -5.57211
C 0.18090 -5.10626 -4.73454
C 0.67750 -2.72276 -4.79221
H 0.04182 -4.88205 -7.28327
H 0.15732 -6.00444 -5.35165
H -0.77838 -5.10710 -4.21697
H 0.90189 -5.22554 -3.92580
H 0.64350 -2.87985 -3.71412
H 1.69981 -2.36377 -4.91099
H -0.03331 -1.89694 -4.82153
C 3.05450 1.52152 -7.02627
O 4.11415 1.59528 -6.46759
N 1.98452 1.14494 -6.36899
C 0.69146 0.99466 -7.00950
C 1.89073 0.88708 -4.87491
H 2.86376 1.73087 -8.09021
H 0.70944 1.19863 -8.08009
H -0.11119 1.53175 -6.50413
H 0.38388 -0.04631 -6.91013
H 2.83409 0.93425 -4.33090
H 1.15787 1.48513 -4.33330
H 1.56691 -0.12351 -4.62600
C -1.97538 -3.92327 0.32828
O -1.11981 -4.29458 1.14434
N -3.01894 -3.05924 0.57496
C -3.87203 -2.51869 -0.52044
C -3.21841 -2.50965 1.89347
H -2.18604 -4.37775 -0.65216
H -3.63145 -1.50094 -0.82767
H -4.87172 -2.79935 -0.18884
H -3.74509 -3.16709 -1.38737
H -2.72628 -1.56434 2.12217
H -4.22783 -2.36748 2.27942
H -2.73790 -3.17901 2.60702
C -4.15853 1.45944 3.42849
O -3.02469 1.42528 2.97996
N -5.27355 1.71044 2.69036
C -6.58322 2.02293 3.32559
C -5.24490 1.46600 1.22403
H -4.48811 1.44515 4.47891
H -7.35128 1.32641 2.98935
H -6.96445 2.99798 3.02220
H -6.61133 1.99705 4.41492
H -4.24291 1.40847 0.79882
H -5.75687 0.51998 1.04786
H -5.76618 2.20757 0.61869
C 6.59802 -3.60890 3.17170
O 6.95945 -2.89551 4.10631
N 5.46554 -4.27801 3.01799
C 5.06635 -4.87325 1.68203
C 4.49585 -4.52036 4.08400
H 7.23989 -3.68088 2.28006
H 4.24362 -4.22652 1.37714
H 4.70230 -5.87041 1.92951
H 5.82284 -4.84986 0.89763
H 4.43343 -5.60843 4.10164
H 4.67647 -4.10640 5.07603
H 3.59636 -4.01767 3.72858
C 0.21439 2.93789 3.66913
O 1.02369 2.38166 4.37298
N 0.13131 3.10829 2.34790
C 1.33133 2.77509 1.52409
C -0.93242 3.85311 1.75641
H -0.68318 3.39671 4.11191
H 1.14489 2.06896 0.71494
H 2.15287 2.26746 2.02953
H 1.75170 3.68853 1.10336
H -1.50270 3.39532 0.94813
H -1.63349 4.19711 2.51686
H -0.62191 4.83225 1.39177
C -6.09589 1.90653 -2.03190
O -5.95568 0.72600 -1.65508
N -5.13755 2.83766 -2.03911
C -5.55751 4.20439 -2.27009
C -3.72462 2.62455 -1.87449
H -7.09700 2.21020 -2.37506
H -6.44631 4.36741 -2.87965
H -4.81119 4.87233 -2.70017
H -5.79787 4.79339 -1.38498
H -3.37575 2.96655 -0.90011
H -3.36074 1.59721 -1.85840
H -3.12918 3.25502 -2.53483
C 3.30396 -7.80095 0.60845
O 4.21332 -8.01487 -0.23776
N 2.42880 -6.78489 0.51023
C 2.38938 -5.76619 -0.56753
C 1.53695 -6.42443 1.61166
H 3.06189 -8.41150 1.49210
H 2.81610 -6.21934 -1.46233
H 2.93432 -4.84627 -0.35571
H 1.33051 -5.53235 -0.67808
H 1.54578 -5.35670 1.83068
H 0.53277 -6.43705 1.18791
H 1.70914 -7.01775 2.50967
C -4.17185 2.28473 7.41821
O -4.66034 3.16936 6.76834
N -2.92853 1.81290 7.21140
C -2.28807 0.84288 8.15414
C -2.01246 2.42586 6.13926
H -4.64805 1.87245 8.32125
H -1.65471 1.34691 8.88415
H -1.76756 0.19601 7.44793
H -3.00448 0.19383 8.65771
H -2.48627 3.01215 5.35193
H -1.31258 3.07337 6.66747
H -1.49124 1.64033 5.59212
C 6.01021 -1.72523 -0.72041
O 6.86873 -2.27182 0.00472
N 5.50109 -2.46236 -1.75885
C 4.38288 -1.92893 -2.43825
C 5.80115 -3.85638 -2.01105
H 5.59564 -0.71205 -0.60287
H 3.51955 -2.50625 -2.10738
H 4.54988 -1.98870 -3.51372
H 4.30858 -0.86660 -2.20579
H 6.74795 -4.16042 -1.56470
H 4.92997 -4.34532 -1.57505
H 5.76034 -4.13010 -3.06533
C -6.87622 -2.42962 2.31566
O -7.00515 -1.96438 3.41915
N -7.89678 -3.18153 1.76470
C -7.81944 -3.65477 0.40908
C -9.26048 -3.34397 2.40273
H -6.02541 -2.25253 1.63966
H -6.81184 -3.68891 -0.00526
H -8.41164 -3.09768 -0.31689
H -8.12519 -4.70025 0.36897
H -9.23087 -3.09007 3.46233
H -10.00847 -2.80699 1.81942
H -9.63418 -4.36663 2.45383
C -3.26743 -0.85030 -3.91250
O -2.20283 -0.78842 -3.24038
N -3.47254 -0.75596 -5.26302
C -2.33892 -0.61312 -6.13284
C -4.82979 -0.76216 -5.85437
H -4.23540 -1.02895 -3.41921
H -1.45479 -0.60954 -5.49535
H -2.32987 0.26523 -6.77824
H -2.35666 -1.50491 -6.75933
H -5.61997 -1.03671 -5.15557
H -5.07116 0.19389 -6.31893
H -4.95938 -1.55995 -6.58570
C 3.20508 2.68507 -1.80312
O 2.74624 3.51080 -2.61418
N 3.81165 3.00677 -0.62472
C 3.72351 4.43195 -0.12319
C 4.61145 2.05580 0.12268
H 3.23827 1.59951 -1.98380
H 4.61425 5.04771 -0.24776
H 3.65660 4.39886 0.96425
H 2.86209 4.88389 -0.61494
H 4.34744 1.83835 1.15763
H 4.69790 1.09297 -0.38089
H 5.64758 2.38896 0.18199
C -0.58089 4.47027 -2.17118
O -1.03399 4.81150 -1.05792
N -0.73613 5.16952 -3.29943
C 0.02357 4.71777 -4.50062
C -1.56011 6.32705 -3.48435
H 0.07831 3.59711 -2.29471
H 0.75102 5.47643 -4.78932
H -0.63294 4.53327 -5.35095
H 0.60179 3.79954 -4.39766
H -2.00417 6.62153 -2.53346
H -0.99213 7.08425 -4.02485
H -2.44669 6.10633 -4.07880
C 0.31548 -0.13348 -1.52015
O 1.40536 -0.59613 -2.01260
N -0.03385 -0.21998 -0.19642
C -1.32512 0.30678 0.22361
C 0.79690 -0.91115 0.88196
H -0.48214 0.38973 -2.06993
H -1.88249 -0.58614 0.50671
H -1.86123 0.89145 -0.52395
H -1.16234 0.79532 1.18430
H 1.79442 -1.16433 0.52286
H 0.98371 -0.19862 1.68539
H 0.39988 -1.84658 1.27624
*
```

Output
F_max, Eh/bohr: 0.083
Energy above the lowest of the compared OMol25 structures with the same formula, charge and spin, kcal per mole: 371.7

Here are the Löwdin charges for atoms 1 to 6, given in e:
1 C -0.32
2 O -0.03
3 N -0.20
4 C -0.04
5 C -0.03
6 H 0.14

---

# 2
The following is a DFT calculation (ωB97M-V/def2-TZVPD) of a structure of composition C9H21N3O3Rb in a non-equilibrium geometry.

```
! wB97M-V def2-TZVPD RIJCOSX def2/J DEFGRID3
* xyz 1 1
Rb 0.53300 0.89996 1.31499
C 1.52960 3.00224 -2.14084
O 1.22873 2.39992 -1.11305
N 1.08221 4.20646 -2.48479
C 0.24545 4.96104 -1.58459
C 1.31043 4.73007 -3.81396
H 2.24987 2.57170 -2.84769
H -0.37049 4.29289 -0.98299
H -0.43123 5.58971 -2.16064
H 0.83176 5.56598 -0.89029
H 0.37905 4.73639 -4.38757
H 1.73204 5.73349 -3.80192
H 1.99242 4.07367 -4.35426
C 2.33225 -2.46735 0.70187
O 2.17291 -1.34922 1.16480
N 2.83319 -3.50793 1.38970
C 3.24787 -4.72828 0.70821
C 3.41436 -3.24677 2.69655
H 2.07686 -2.70275 -0.34155
H 4.33553 -4.80089 0.73075
H 3.01643 -4.63620 -0.35834
H 2.73427 -5.60947 1.07815
H 4.26349 -2.56166 2.63155
H 2.68740 -2.81044 3.37905
H 3.76677 -4.17798 3.13346
C -2.64605 -0.74625 1.43658
O -1.72182 -0.37211 0.72011
N -3.93829 -0.74873 1.09948
C -4.94528 -1.30834 1.99756
C -4.36372 -0.46114 -0.24834
H -2.48798 -1.06112 2.47960
H -5.86350 -0.73120 1.90932
H -4.60895 -1.23727 3.02941
H -5.14953 -2.34973 1.74605
H -3.55621 -0.04037 -0.83839
H -4.72503 -1.36421 -0.74971
H -5.18783 0.25588 -0.24826
*
```

Output
F_max, Eh/bohr: 0.020
Energy above the lowest of the compared OMol25 structures with the same formula, charge and spin, kcal per mole: 29.6

Here are the natural (NBO) charges for atoms 1 to 6, given in e:
1 Rb 0.98
2 C 0.55
3 O -0.71
4 N -0.41
5 C -0.42
6 C -0.40

---

# 3
The following is a DFT calculation (ωB97M-V/def2-TZVPD) of a structure of composition C29H27N12O4Sc in a non-equilibrium geometry.

```
! wB97M-V def2-TZVPD RIJCOSX def2/J DEFGRID3
* xyz -2 1
Sc 1.20845 0.83043 -0.21631
C 2.46800 -0.22468 3.87877
C 2.88859 0.16409 2.43488
O 1.95093 0.65290 1.65726
C 4.17367 -0.00402 2.08828
C 4.56643 0.19223 0.74621
C 5.26597 -0.98811 -0.04742
N 4.29303 1.23393 0.03295
N 3.89481 2.28899 0.74316
C 2.87139 2.98273 0.39353
O 1.97398 2.75333 -0.54716
C 2.52981 4.19033 1.19060
C 2.78603 4.19377 2.54663
C 2.18839 5.25443 3.24313
C 1.48278 6.24471 2.58312
C 1.29699 6.20177 1.20762
C 1.73492 5.12151 0.53819
H 1.57076 -0.84585 3.88601
H 2.28276 0.70216 4.42615
H 3.36973 -0.76506 4.27783
H 4.79909 -0.62059 2.76010
H 4.66744 -1.86774 0.11119
H 6.22240 -1.26248 0.40181
H 5.40010 -0.69428 -1.07626
H 3.20401 3.30324 3.00973
H 2.33474 5.34921 4.30612
H 0.96811 7.03333 3.20832
H 0.63802 6.95803 0.69530
H 1.62047 4.96616 -0.50693
N -2.05944 2.10484 -1.22400
C -1.20305 1.84657 -2.32416
N -1.42925 2.10849 -3.59651
N -0.34821 1.66265 -4.26733
N 0.48383 1.15887 -3.37801
N -0.02575 1.25851 -2.18910
C -1.95200 1.50497 0.00501
N -2.98898 1.34391 0.83320
N -2.45235 0.65434 1.91566
N -1.20263 0.49683 1.75633
N -0.80072 0.99378 0.53439
H -3.01410 2.33808 -1.46504
C -5.56797 -1.34970 -0.11050
C -4.63565 -1.20565 -1.23082
C -4.90482 -0.48073 -2.38178
C -3.87964 -0.23540 -3.30498
C -2.58790 -0.69862 -3.06062
C -2.29645 -1.48478 -1.91795
N -0.95930 -2.06396 -1.83368
C -0.64041 -3.34947 -1.39330
C -1.38811 -4.46904 -1.77036
C -0.96707 -5.72383 -1.48361
C 0.24585 -5.89843 -0.76214
C 0.91075 -4.79000 -0.27019
C 0.51245 -3.49444 -0.59613
C 1.36539 -2.29168 -0.09915
O 1.95033 -2.39648 0.93927
O 1.35463 -1.15393 -0.83314
C -3.32318 -1.68974 -0.98337
C -2.99130 -2.24848 0.34208
H -6.55344 -1.01414 -0.48852
H -5.32279 -0.73204 0.73340
H -5.72327 -2.39676 0.26095
H -5.97265 -0.20648 -2.61554
H -4.10613 0.32351 -4.22500
H -1.73059 -0.44245 -3.72387
H -0.25016 -1.36956 -1.69107
H -2.24429 -4.26513 -2.43867
H -1.50229 -6.63165 -1.77986
H 0.61586 -6.93472 -0.55428
H 1.76031 -4.96280 0.39746
H -3.49188 -1.63224 1.19428
H -1.94435 -2.26811 0.61191
H -3.39110 -3.25932 0.49598
*
```

Output
F_max, Eh/bohr: 0.062
Energy above the lowest of the compared OMol25 structures with the same formula, charge and spin, kcal per mole: 57.2

Here are the Löwdin charges for atoms 1 to 6, given in e:
1 Sc 1.10
2 C -0.02
3 C -0.45
4 O -0.19
5 C -0.07
6 C -0.34

---

# 4
The following is a DFT calculation (ωB97M-V/def2-TZVPD) of the molecule C5H4O in a non-equilibrium geometry.

```
! wB97M-V def2-TZVPD RIJCOSX def2/J DEFGRID3
* xyz 0 1
C -0.64313 1.52693 0.09536
C -1.35411 -0.20416 -0.05266
C 0.85379 -0.34802 -0.00878
C -0.19763 0.44200 -0.80434
C -0.23823 0.30768 0.84301
O 2.19541 -0.12013 0.05005
H -2.32686 0.27945 -0.02901
H -1.41480 -1.27964 -0.14937
H 0.75454 -1.43183 -0.10742
H 2.37101 0.82771 0.16315
*
```

Output
F_max, Eh/bohr: 0.026
Energy above the lowest of the compared OMol25 structures with the same formula, charge and spin, kcal per mole: 140.8

Here are the natural (NBO) charges for atoms 1 to 6, given in e:
1 C 0.13
2 C -0.50
3 C 0.13
4 C -0.17
5 C -0.17
6 O -0.66

---

HOMO? In order: -8.3 -12.1 -2.5 -9.7 eV.